Record 1
ORCA calculation (ωB97M-V/def2-TZVPD) on a structure of composition C3H6N2OS.

The geometry in XYZ format:
```
13
C3H6N2OS | the OMol25 dataset | ωB97M-V/def2-TZVPD
C 1.951 -0.965 -0.179
C 0.977 0.374 -0.062
C -2.815 0.000 0.171
H 1.470 -1.722 -0.868
H 2.027 -1.527 0.678
H 3.043 -0.677 -0.331
H 1.010 2.343 0.127
H -0.938 1.104 -0.081
H -3.628 -0.699 1.099
N 1.579 1.433 0.296
N -0.329 0.230 -0.514
O -2.880 1.162 -0.337
S -1.465 -1.057 -0.001
```

The calculation puts the LUMO energy at -0.007 Eh. As for the gap between HOMO and LUMO: 0.33376 Eh. Its net charge is 0. For the total energy, the calculation gives -700.72562 hartree. The energy above the lowest of the compared OMol25 structures with the same formula, charge and spin comes out at 102.65 kcal per mole.



Record 2
ORCA calculation (ωB97M-V/def2-TZVPD) on a cluster of 2 separate species, C2H7N3 in total.

The geometry in XYZ format:
```
12
C2H7N3 | the OMol25 dataset | ωB97M-V/def2-TZVPD
C -1.235 1.674 1.458
N -1.208 0.410 1.401
H -0.996 2.206 0.541
H -1.588 2.255 2.298
H -1.415 -0.035 2.293
N 0.417 -1.099 -0.266
C 1.091 -1.076 -1.390
N 1.211 -0.024 -2.166
H -0.328 -0.403 0.007
H 0.832 -1.580 0.530
H 1.598 -2.016 -1.647
H 1.621 -0.313 -3.058
```

The calculation puts the LUMO energy (spin up / spin down) at -0.149 / -0.312 Eh. As for the gap between HOMO and LUMO (spin up / spin down): 0.39827 / 0.23487 Eh. Its net charge is +1. Its spin multiplicity is 2. For the total energy, the calculation gives -244.30921 hartree. The energy above the lowest of the compared OMol25 structures with the same formula, charge and spin comes out at 29.79 kcal per mole.



Record 3
ORCA calculation (ωB97M-V/def2-TZVPD) on a cluster of 2 separate species, C4H8NO3S in total.

The geometry in XYZ format:
```
17
C4H8NO3S | the OMol25 dataset | ωB97M-V/def2-TZVPD
C -0.387 -3.267 1.980
C 1.865 -0.018 0.680
C -0.586 1.749 -0.868
C 0.132 0.380 -0.870
N 1.153 -0.628 1.453
O 3.262 0.339 0.742
O -1.084 -5.666 1.305
O 1.474 0.551 -0.535
S -0.133 -4.548 0.971
H 0.337 -2.428 1.828
H -0.985 -3.401 2.827
H -1.484 1.874 -1.549
H -0.954 2.106 0.033
H 0.102 2.483 -1.290
H 0.260 -0.214 -1.815
H -0.201 -0.334 0.044
H 3.515 -0.031 -0.086
```

The calculation puts the LUMO energy at 0.114 Eh. As for the gap between HOMO and LUMO: 0.22900 Eh. Its net charge is -1. For the total energy, the calculation gives -835.79377 hartree. The energy above the lowest of the compared OMol25 structures with the same formula, charge and spin comes out at 91.71 kcal per mole.



Record 4
ORCA calculation (ωB97M-V/def2-TZVPD) on a cluster of 12 separate species, C32H56N4O28S2 in total.

The geometry in XYZ format:
```
122
C32H56N4O28S2 | the OMol25 dataset | ωB97M-V/def2-TZVPD
C 4.624 0.145 -1.126
N 4.180 -1.055 -0.349
O 4.751 -2.081 -0.633
O 3.437 -0.937 0.628
H 3.874 0.532 -1.817
H 5.550 -0.189 -1.594
H 4.976 0.773 -0.308
C -1.496 -3.074 -5.118
N -1.028 -4.115 -4.160
O -0.628 -5.163 -4.616
O -1.020 -3.920 -2.974
H -1.832 -2.150 -4.648
H -2.311 -3.413 -5.758
H -0.652 -2.879 -5.780
C -0.911 0.545 -7.808
N -1.558 1.029 -6.528
O -1.624 0.349 -5.549
O -2.070 2.183 -6.543
H -0.046 1.186 -7.974
H -1.598 0.773 -8.623
H -0.553 -0.484 -7.784
C -0.257 -0.495 -0.207
N 0.782 -0.236 -1.192
O 0.757 0.791 -1.865
O 1.497 -1.146 -1.506
H 0.340 -0.670 0.688
H -0.844 -1.347 -0.549
H -0.634 0.518 -0.065
O 4.862 0.809 2.635
S 3.971 1.911 3.079
O 4.468 2.806 4.119
O 3.485 2.863 1.790
C 2.237 3.337 1.993
C 1.418 2.358 2.957
O 2.355 1.505 3.437
H 2.193 4.405 2.201
H 1.731 3.198 1.037
H 0.529 1.985 2.448
H 1.047 2.994 3.761
O -0.567 2.105 5.633
S -1.397 0.922 5.808
O -1.438 0.280 7.130
O -2.939 1.142 5.164
C -3.164 0.239 4.070
C -2.019 -0.861 4.167
O -0.913 -0.224 4.790
H -4.211 -0.064 4.062
H -2.915 0.884 3.227
H -1.734 -1.002 3.125
H -2.290 -1.841 4.559
O -2.428 8.025 3.159
C -2.090 6.969 3.715
C -1.144 6.843 4.815
C -0.613 5.396 4.623
C -1.936 4.776 3.992
O -2.570 5.829 3.314
H -0.383 7.574 4.543
H -1.625 7.154 5.743
H 0.306 5.450 4.038
H -0.458 4.746 5.483
H -1.820 3.823 3.476
H -2.629 4.533 4.798
O -3.753 -1.707 0.941
C -3.092 -2.759 0.890
C -3.011 -3.669 -0.309
C -2.007 -4.762 0.011
C -1.536 -4.426 1.487
O -2.332 -3.285 1.975
H -4.017 -4.065 -0.444
H -2.699 -3.117 -1.196
H -2.362 -5.770 -0.205
H -1.110 -4.722 -0.606
H -1.911 -5.296 2.025
H -0.457 -4.335 1.612
O 1.751 -7.941 -3.880
C 1.743 -6.901 -3.178
C 0.918 -6.527 -1.883
C 1.950 -5.645 -1.293
C 2.692 -4.857 -2.345
O 2.604 -5.805 -3.441
H 0.011 -5.958 -2.092
H 0.721 -7.393 -1.251
H 1.479 -4.892 -0.661
H 2.487 -6.228 -0.545
H 2.169 -3.918 -2.526
H 3.733 -4.709 -2.057
O 3.040 4.655 -2.651
C 1.942 4.571 -3.316
C 1.768 4.526 -4.841
C 0.282 4.248 -4.968
C 0.051 3.588 -3.685
O 0.845 4.260 -2.738
H 2.232 5.361 -5.366
H 2.262 3.579 -5.058
H -0.334 5.143 -5.053
H -0.074 3.647 -5.805
H -1.008 3.396 -3.511
H 0.303 2.528 -3.646
O -1.749 2.742 1.143
C -2.523 2.439 0.243
C -2.734 3.309 -0.970
C -3.408 2.343 -1.900
C -3.887 1.099 -1.128
O -3.231 1.199 0.101
H -3.420 4.132 -0.771
H -1.749 3.612 -1.323
H -4.252 2.876 -2.337
H -2.666 2.155 -2.675
H -4.970 1.085 -1.004
H -3.507 0.234 -1.671
O 4.384 -3.920 5.112
C 3.520 -3.235 4.521
C 3.403 -2.809 3.036
C 1.927 -3.014 2.780
C 1.428 -2.458 4.098
O 2.272 -3.017 5.034
H 3.753 -1.804 2.798
H 3.992 -3.524 2.461
H 1.477 -2.482 1.942
H 1.746 -4.073 2.598
H 1.487 -1.376 3.987
H 0.403 -2.671 4.401
```

The calculation puts the LUMO energy at -0.043 Eh. As for the gap between HOMO and LUMO: 0.32083 Eh. Its structure (SMILES) is C[N+](=O)[O-].C[N+](=O)[O-].C[N+](=O)[O-].C[N+](=O)[O-].O=S1(=O)OCCO1.O=S1(=O)OCCO1.O=C1CCCO1.O=C1CCCO1.O=C1CCCO1.O=C1CCCO1.O=C1CCCO1.O=C1CCCO1. Its net charge is 0. For the total energy, the calculation gives -4374.47070 hartree. The energy above the lowest of the compared OMol25 structures with the same formula, charge and spin comes out at 7.81 kcal per mole.



Please write out number 2 again, unchanged.
ORCA calculation (ωB97M-V/def2-TZVPD) on a cluster of 2 separate species, C2H7N3 in total.

The geometry in XYZ format:
```
12
C2H7N3 | the OMol25 dataset | ωB97M-V/def2-TZVPD
C -1.235 1.674 1.458
N -1.208 0.410 1.401
H -0.996 2.206 0.541
H -1.588 2.255 2.298
H -1.415 -0.035 2.293
N 0.417 -1.099 -0.266
C 1.091 -1.076 -1.390
N 1.211 -0.024 -2.166
H -0.328 -0.403 0.007
H 0.832 -1.580 0.530
H 1.598 -2.016 -1.647
H 1.621 -0.313 -3.058
```

The calculation puts the LUMO energy (spin up / spin down) at -0.149 / -0.312 Eh. As for the gap between HOMO and LUMO (spin up / spin down): 0.39827 / 0.23487 Eh. Its net charge is +1. Its spin multiplicity is 2. For the total energy, the calculation gives -244.30921 hartree. The energy above the lowest of the compared OMol25 structures with the same formula, charge and spin comes out at 29.79 kcal per mole.